Molecular formula: C3H8N2O
Method: DFT, ωB97M-V/def2-TZVPD

## Properties
SMILES string = CNC(=O)CN
Energy relative to the best compared isomer or geometry (same formula, charge and spin) = 26.0 kcal/mol

The geometry in XYZ format:
```
14
Properties=species:S:1:pos:R:3:forces:R:3
N 0.59477 1.29669 1.56781 -0.2463 -1.8600 -1.2443
C 0.32452 -0.19815 1.39963 -0.0122 1.3901 3.5453
C 0.25404 -0.77728 0.03848 -1.3840 0.8281 -0.4470
N -0.19493 0.15726 -0.86534 0.5601 -1.4139 0.3133
C -0.62099 -0.25663 -2.18912 -0.4272 0.4810 0.1644
O 0.33900 -1.96561 -0.16524 0.5548 -0.3912 -0.3793
H 0.11757 1.52917 2.42077 0.2822 0.4547 0.3555
H 1.60176 1.30838 1.69173 -0.1855 0.7194 0.2413
H 0.91957 -0.66732 2.19617 0.7366 -0.7679 -1.1950
H -0.61804 -0.39954 1.93536 -0.4312 0.1607 -0.9334
H -0.49643 1.00763 -0.42678 0.0750 0.4333 -0.3050
H -0.74573 0.65474 -2.76771 0.2430 -0.0810 -0.3418
H 0.11974 -0.92520 -2.61848 0.0414 0.1248 -0.0839
H -1.59487 -0.76413 -2.21729 0.1932 -0.0782 0.3098
```
Forces are in eV/Å.

Atom charges from the natural (NBO) analysis, given in e for atoms 1 to 5:
1 N -0.84
2 C -0.34
3 C 0.65
4 N -0.62
5 C -0.41



Molecular formula: C6H9NO
Method: DFT, ωB97M-V/def2-TZVPD

## Properties
SMILES string = C/C=C(C)\C=N/C=O
Energy relative to the best compared isomer or geometry (same formula, charge and spin) = 57.1 kcal/mol

The geometry in XYZ format:
```
17
Properties=species:S:1:pos:R:3:forces:R:3
C -1.91475 0.47721 -1.05273 -0.0989 -0.1076 -0.7895
C 0.59409 -1.72684 0.77057 1.3508 0.7342 -0.0999
C -0.68383 0.26571 -0.23410 1.1871 -0.4689 0.4363
C 1.93931 0.91671 0.17574 1.1785 3.3513 -0.1341
C -0.28644 1.38197 0.65226 0.0947 -0.1772 1.0410
C 0.08996 -0.85772 -0.34303 -2.1448 -0.0332 0.0083
N 0.92930 1.73154 0.88822 -0.6137 -1.9360 -1.4537
O 2.33281 1.16922 -0.95299 -0.9318 -0.9194 1.5186
H 2.59250 0.46146 0.94092 -0.1890 -0.7931 -0.2962
H -1.10270 1.93478 1.14712 0.4341 0.0661 -0.2554
H 0.01314 -1.39672 -1.28814 -0.4087 -0.1157 0.0871
H -2.55647 -0.41170 -1.00968 0.1661 0.2126 -0.0546
H -2.51314 1.32297 -0.70144 0.2497 -0.0077 -0.1007
H -1.63900 0.63960 -2.09961 -0.2379 0.1270 -0.0196
H 0.58427 -1.21132 1.73397 0.0453 -0.1278 -0.0634
H 0.00935 -2.64865 0.84331 -0.2021 0.2759 -0.1351
H 1.61161 -2.04823 0.52961 0.1206 -0.0805 0.3109
```
Forces are in eV/Å.

Atom charges from the natural (NBO) analysis, given in e for atoms 1 to 5:
1 C -0.64
2 C -0.65
3 C -0.08
4 C 0.50
5 C 0.11



Molecular formula: C7H15N4
Method: DFT, ωB97M-V/def2-TZVPD

## Properties
Multiplicity = 3
Net charge = +1
Energy relative to the best compared isomer or geometry (same formula, charge and spin) = 89.1 kcal/mol

The geometry in XYZ format:
```
26
Properties=species:S:1:pos:R:3:forces:R:3
C 1.22621 0.19782 0.02584 -0.4910 -0.5526 -1.4665
C -2.11946 -0.85357 -0.85469 2.2787 -0.2490 -1.0938
C -1.17738 -1.79108 -0.09540 0.6839 0.2831 2.8141
C -2.29849 0.35904 0.05460 -3.0731 -2.3917 1.1423
C -0.39720 1.44828 1.12542 -0.1684 2.6461 -2.0235
C 0.77046 1.58127 0.00363 -1.0119 -0.2100 0.2954
C 2.67553 -1.73467 0.36730 -0.5467 0.9662 -1.2688
N 2.40252 -0.22011 0.22857 3.0042 -1.0310 1.7994
N -0.30197 -0.81988 0.72985 -2.7314 1.4021 -0.7262
N -1.15174 0.27348 0.92336 2.5167 -1.9456 -0.3996
N 0.45966 1.88183 -1.41024 -1.5471 -0.1252 0.5870
H -1.48978 -0.55907 -1.67478 -0.2064 0.3912 -1.0323
H -2.94416 -1.44541 -1.20209 -0.7678 0.3534 -0.0909
H -1.81403 -2.17138 0.75314 0.8004 -0.8543 -0.9716
H -0.50484 -2.56542 -0.62228 -1.4819 1.3268 0.7258
H -2.38447 1.36126 -0.37395 -0.0098 -0.4316 -0.1642
H -3.28237 0.09917 0.63210 1.6252 1.0414 -0.5692
H 0.02674 1.49107 2.11252 0.2675 0.1268 0.3184
H -1.09620 2.28354 0.92112 0.5454 -0.1047 0.7820
H 1.49784 2.25646 0.44688 0.3643 0.2676 -0.1324
H 3.19336 -1.99776 -0.59369 -0.7458 -0.2770 0.9653
H 1.64519 -2.20694 0.51591 1.7744 0.5327 -0.3585
H 3.34379 -1.95827 1.20711 -0.3307 0.3677 -0.1578
H -0.49758 2.12833 -1.62961 -0.0237 -0.1556 0.3828
H 3.19893 0.49162 0.40851 -1.5626 -1.6004 0.0086
H 1.01945 2.47035 -1.99912 0.8375 0.2236 0.6343
```
Forces are in eV/Å.

Atom charges from the natural (NBO) analysis, given in e for atoms 1 to 5:
1 C 0.51
2 C -0.44
3 C -0.25
4 C -0.25
5 C -0.22



Molecular formula: C27H79NO13S12
Method: DFT, ωB97M-V/def2-TZVPD

## Properties
Electronic energy = -6886.8145 hartree

The geometry in XYZ format:
```
132
Properties=species:S:1:pos:R:3:forces:R:3
C 1.96210 -3.34430 1.49890 -0.3618 0.0103 -0.4550
O 1.67566 -2.97516 2.62394 0.0817 -0.1825 0.0678
N 2.69298 -2.62670 0.62358 0.1366 0.7740 -0.2102
C 2.98652 -3.10987 -0.71214 0.3721 0.6252 -0.1716
C 3.39758 -1.37489 1.05027 -0.6185 -1.6597 -0.1719
H 1.59854 -4.31052 1.05291 0.1558 0.4779 0.3368
H 2.63718 -2.48804 -1.56357 -0.2243 0.0898 0.7931
H 2.61470 -4.09945 -0.87666 -0.3457 -0.6505 0.1225
H 4.06031 -3.13865 -0.81339 0.5068 -0.2512 -0.1065
H 4.30046 -1.66166 1.57999 0.2900 0.1630 -0.0574
H 3.60794 -0.81230 0.16115 0.2092 0.4105 -0.2722
H 2.78155 -0.81490 1.72968 -0.3557 0.2089 0.1854
C -1.46004 1.20928 -5.15447 0.0123 1.3627 0.8642
S -0.28993 2.57236 -5.19209 0.1234 0.4395 -1.4252
O -0.34478 3.41130 -3.97296 -0.3453 0.0195 0.6546
C 1.31723 1.69371 -5.09691 -1.2348 1.2073 -0.9416
H -1.27144 0.70565 -6.06230 0.2775 -1.0302 -0.8812
H -2.47279 1.60737 -5.20025 0.0836 0.1721 0.1185
H -1.29046 0.67790 -4.24608 -0.0254 -0.9153 0.5653
H 1.19371 0.65560 -5.23678 -0.0443 -1.2877 0.2724
H 1.68361 2.01642 -4.14067 0.6059 -0.1807 0.3305
H 1.81789 2.08940 -5.98124 0.5465 0.0527 0.4243
C 2.14422 4.63805 -2.41640 -0.9484 -1.7342 -0.5222
S 0.91410 3.77905 -1.34911 -1.0866 2.0328 -0.9793
O 1.37758 4.04192 0.03040 1.0815 -0.4356 0.9503
C -0.37999 5.11086 -1.51310 0.9103 0.6992 0.6926
H 2.39725 5.54730 -1.91712 -0.2024 0.9561 -0.1725
H 1.77021 4.58981 -3.46945 0.2869 0.7241 0.9654
H 3.00574 4.00031 -2.34872 0.5798 -0.4533 -0.0426
H -0.75028 5.13024 -2.53019 -0.2348 0.1043 0.0295
H 0.09267 6.08096 -1.18728 0.1016 -0.9187 -0.7768
H -1.13853 5.02095 -0.73076 -0.1593 -0.8937 -0.4168
C -2.70906 -6.63591 -0.02567 1.1700 0.3941 0.6655
S -2.19814 -5.09673 0.89372 -1.3417 -0.3366 -0.6052
O -3.05317 -4.00628 0.30227 0.6727 -0.3380 0.2507
C -3.02108 -5.52643 2.46138 -1.1495 -1.0654 -2.1209
H -2.41338 -6.47388 -1.04875 0.1080 0.1769 -0.3778
H -3.75395 -6.88764 0.01127 -0.5167 0.3197 0.3094
H -2.11342 -7.46268 0.35837 0.0223 -0.0800 0.0788
H -2.63852 -6.49129 2.77848 0.1449 0.0778 0.4157
H -4.07713 -5.65482 2.11310 0.6993 0.1576 0.5943
H -2.95743 -4.72772 3.15059 0.3155 0.6943 0.7405
C 4.93976 0.12467 -4.30708 -0.9536 0.5036 0.6516
S 5.18364 0.61427 -2.51383 -1.9755 -1.3807 -0.8450
O 3.73064 0.70968 -2.01742 1.7703 0.1710 -0.5275
C 5.71643 -1.03812 -1.99520 0.6201 -0.1379 0.2385
H 4.05876 -0.52716 -4.26314 -0.0152 0.3423 0.0261
H 5.70779 -0.45041 -4.75770 1.1969 -0.4476 -0.0105
H 4.75930 0.98650 -4.95859 -0.1283 0.0030 0.4617
H 6.65949 -1.39590 -2.42507 -0.0812 0.5357 -0.1490
H 4.97553 -1.80117 -2.18144 -0.5254 0.1825 -0.3925
H 5.84582 -0.97396 -0.92590 0.0719 0.1717 0.3764
C 4.79750 3.07751 0.10482 -0.3653 -0.7029 0.2200
S 5.80636 2.05340 1.23373 1.3609 1.4874 -0.4176
O 5.69829 0.67364 0.67342 0.4685 0.3281 -0.0479
C 7.60396 2.79544 0.69802 -1.4550 -0.2822 -1.1285
H 5.02577 4.15505 0.15870 -0.2061 -0.5438 0.1450
H 3.75539 2.80866 0.38812 0.5349 0.6568 -0.0875
H 4.92205 2.65740 -0.90085 0.2511 0.3204 0.2402
H 8.34194 2.10926 1.09653 -0.0242 -0.0653 0.1652
H 7.89687 3.86440 0.87087 -0.8484 -0.9662 0.4111
H 7.53584 2.67120 -0.40472 0.2065 -0.0817 0.6001
C -3.10011 1.98532 -1.96332 -0.3305 -1.5464 -0.3960
S -3.49521 1.97025 -0.22323 0.0403 2.0891 0.1972
O -2.45546 2.95251 0.26685 0.0079 -0.4898 0.5214
C -5.03046 2.95414 -0.34542 -1.0562 -1.0020 0.1934
H -3.94573 1.77211 -2.60294 -0.4995 -0.3316 -0.0164
H -2.38621 1.15348 -2.06477 0.1801 0.5424 -0.2861
H -2.72976 2.94639 -2.26676 0.5255 0.4545 0.2801
H -4.89569 3.54518 -1.23890 -0.2115 0.3073 -0.2015
H -5.21954 3.62394 0.51577 0.5316 -0.6201 -0.2637
H -5.87765 2.20312 -0.43581 0.9896 1.0359 -0.0323
C 0.75323 -1.78433 5.74309 0.3361 0.1373 0.4265
S 1.46168 -0.16456 6.08583 -0.3120 0.1100 0.6898
O 2.34449 -0.41256 7.26503 0.0647 0.2376 0.0400
C 2.57441 0.04619 4.70586 -0.4559 -1.9386 -0.7184
H 0.22096 -2.07957 6.65810 0.2118 0.2222 -0.2584
H 1.54545 -2.48894 5.52841 0.2135 -0.1542 -0.0356
H 0.07912 -1.72897 4.91992 -0.5457 0.0477 -0.7084
H 3.01442 1.01028 4.70611 0.3052 0.9281 0.1730
H 2.07604 -0.17023 3.75144 -0.1323 0.2873 0.2746
H 3.31855 -0.73805 4.84553 0.2640 0.1342 0.0216
C 0.82723 -2.46817 -4.53153 -1.9124 -0.5004 1.0770
S -0.53609 -3.69402 -4.46994 0.9695 -2.2905 -1.0673
O 0.11530 -5.09580 -4.66364 -0.8895 2.3725 0.2950
C -0.99724 -3.63926 -2.75853 0.5290 0.5693 0.9496
H 0.47178 -1.64447 -3.92468 0.0926 0.4221 0.1706
H 0.97184 -2.18280 -5.54202 0.2981 0.0815 -0.9050
H 1.63377 -2.97793 -4.07528 1.1353 -0.3298 0.3026
H -1.65008 -4.48448 -2.58699 -0.1061 -0.2490 -0.1447
H -1.55689 -2.71296 -2.53895 0.4407 -0.2964 -0.1066
H -0.09841 -3.74373 -2.10228 -0.6310 0.1642 -0.4775
C -3.23044 0.19333 4.07502 0.1021 0.9566 -0.6440
S -4.72265 0.10240 2.92600 0.1493 -0.8726 1.1513
O -5.00303 -1.33946 2.58099 0.6089 0.6138 -0.0083
C -5.90351 0.40566 4.29453 0.8117 1.5218 -1.2605
H -2.23252 0.18300 3.55273 -1.1872 -0.1166 0.2253
H -3.32160 -0.60752 4.80400 0.0017 -0.0869 0.0214
H -3.30996 1.19464 4.57622 0.0805 -0.8885 -0.3925
H -5.56579 1.31382 4.77955 -0.2525 0.4121 0.0279
H -5.80816 -0.36316 5.00013 -0.0893 -1.4013 0.7445
H -6.89047 0.52777 3.86625 -0.1199 -0.1522 0.0529
C 0.32564 3.42419 4.89497 -1.5718 -0.0351 -0.2137
S 0.60729 2.76021 3.15286 -0.9868 0.4179 0.0194
O -0.22065 1.50328 2.92110 0.8061 0.6691 0.7417
C -0.41018 4.04330 2.33258 -0.1354 -0.6456 0.0260
H -0.74837 3.17746 5.13057 1.0023 0.1328 -0.2014
H 0.42902 4.52587 5.00429 0.1401 -0.6919 -0.5911
H 0.96097 2.96182 5.63850 0.1991 -0.3809 -0.1126
H -0.17654 3.99786 1.24870 -0.0668 0.2526 1.0585
H -0.23907 5.01247 2.81412 0.0499 -0.1461 -0.3877
H -1.44243 3.68427 2.47510 0.3349 0.2296 0.0560
C -6.60208 -2.36112 -0.32196 -0.5683 0.0700 -1.9854
S -5.78525 -0.87047 -1.03956 -0.4024 -0.9060 -0.0544
O -6.22972 0.20434 -0.11921 -0.0203 0.6579 0.2896
C -4.09550 -1.33925 -0.67306 -1.2534 -1.5696 2.1124
H -6.37477 -2.41302 0.72288 0.5196 -0.3174 0.5003
H -6.43163 -3.24852 -0.98004 0.3903 0.5074 0.9109
H -7.68143 -2.17389 -0.43874 0.3568 0.2916 0.0968
H -4.04120 -2.34731 -1.06236 0.3648 -0.2306 -0.3712
H -4.02760 -1.48827 0.43682 -0.1404 0.3058 -0.8277
H -3.30035 -0.73212 -0.99957 0.4995 0.8939 -0.8461
C 0.72917 0.59677 -0.47328 -0.2638 0.7333 0.1020
S -0.00349 -0.96299 -0.80444 -0.8181 0.7060 -1.4095
O -0.77620 -0.55961 -2.06552 -0.0103 -0.8572 0.2723
C -1.12760 -0.92806 0.54835 0.2091 -0.4644 2.1983
H 1.34734 0.55374 0.40081 0.3221 0.1916 0.5625
H -0.10051 1.33151 -0.37531 0.5464 -0.4909 0.1104
H 1.31624 0.83750 -1.34998 0.2457 -0.0054 -0.0894
H -0.46159 -0.87512 1.47285 -0.8150 -0.0373 -0.9893
H -1.78315 -1.80844 0.65061 0.5073 0.0760 -0.3915
H -1.75930 -0.04199 0.53828 0.1985 0.2309 -0.1495
```
Forces are in eV/Å.

Atom charges from the Mulliken analysis, given in e for atoms 1 to 5:
1 C 0.10
2 O -0.54
3 N 0.37
4 C -0.97
5 C -0.18